# 1
{"formula": "C5H9NO2", "method": "the ωB97M-V functional and the def2-TZVPD basis", "multiplicity": 1, "total_charge": 0, "e_above_lowest_kcal_mol": 222.7, "orbital_gap_ev": 9.0, "mol_weight_g_mol": 115.13, "energy_ev": -10906.9184, "species": ["C", "C", "C", "C", "C", "H", "H", "H", "H", "H", "H", "H", "H", "H", "N", "O", "O"], "coordinates": [[1.0352, 1.7712, -0.0084], [0.3885, 0.3247, 0.1542], [0.9661, -0.7498, 1.0270], [1.1308, -0.2918, -0.9825], [-2.9416, -0.1254, 0.0485], [2.1403, 1.4337, 0.1136], [0.7732, 2.7488, 0.7099], [0.8520, 2.1390, -1.0640], [0.2077, -1.2935, 1.5026], [1.5945, -0.3968, 1.8064], [0.4827, -0.8671, -1.6690], [1.8853, 0.0906, -1.7033], [-3.6776, -0.9918, -0.2442], [-3.0560, 0.8126, 1.3251], [-1.6884, -0.5637, -0.5589], [1.8040, -1.2049, 0.0137], [-0.9111, 0.5420, 0.1990]]}

# 2
{"formula": "C5H9NO2", "method": "the ωB97M-V functional and the def2-TZVPD basis", "multiplicity": 1, "total_charge": 0, "e_above_lowest_kcal_mol": 135.5, "orbital_gap_ev": 9.2, "mol_weight_g_mol": 115.13, "smiles": "CC(=O)O[C@@H]1C[C@H]1N", "energy_ev": -10910.6998, "species": ["C", "C", "O", "O", "C", "C", "C", "N", "H", "H", "H", "H", "H", "H", "H", "H", "H"], "coordinates": [[0.2469, 1.1931, -2.9908], [0.2311, 0.4417, -1.5958], [1.2755, -0.1849, -1.1846], [-0.8838, 0.2589, -0.7269], [-0.6641, 0.2082, 0.7506], [0.5537, 0.5643, 1.6175], [-0.1328, -0.8433, 1.4593], [-0.7140, -1.5346, 2.4671], [1.5082, 0.8061, -3.1025], [-0.3866, 0.6519, -3.7577], [-0.0532, 2.2084, -3.2421], [-1.5486, 0.4991, 1.2895], [0.2048, 0.9991, 2.6708], [1.6764, 0.4635, 1.3513], [0.6096, -1.6936, 1.0634], [-0.3324, -2.3777, 3.0811], [-1.2222, -0.7910, 3.2249]]}